## P
Here is an isolated molecule of C3H4ClF from the OMol25 dataset. Energies are from ωB97M-V with the def2-TZVPD basis set.

Results
* E_LUMO: 1.120 eV

```
! wB97M-V def2-TZVPD RIJCOSX def2/J DEFGRID3
* xyz 0 1
H -1.36 -0.69 0.98
H 1.59 -0.55 -0.36
C 0.53 -0.53 -0.41
Cl 0.15 -1.53 -1.79
C -0.34 -0.28 0.88
H -1.08 0.97 -0.78
C -0.19 0.74 -0.21
H 0.30 -0.09 1.79
F 0.40 1.96 -0.10
*
```

=====

## Q
Here is an isolated molecule of C3H4ClF from the OMol25 dataset. Energies are from ωB97M-V with the def2-TZVPD basis set.

Results
* E_LUMO: 0.861 eV

```
! wB97M-V def2-TZVPD RIJCOSX def2/J DEFGRID3
* xyz 0 1
H 0.83 2.17 0.02
C -0.06 0.09 0.06
H -0.97 1.94 0.94
H 0.79 -1.68 0.07
Cl -1.49 -0.53 -0.01
H -0.67 2.22 -0.79
F 2.35 -0.17 0.02
C -0.27 1.60 -0.04
C 1.04 -0.69 -0.07
*
```

=====

P (33.0 kcal/mol below the next structure)

=====

## P
Here is the ion C6H11N2 with charge +1 from the OMol25 dataset. Energies are from ωB97M-V with the def2-TZVPD basis set.

Results
* E_LUMO: -3.585 eV

```
! wB97M-V def2-TZVPD RIJCOSX def2/J DEFGRID3
* xyz 1 1
H 2.35 0.49 0.16
H -2.28 0.58 -0.06
N 0.61 0.44 -1.82
C -1.98 -0.52 0.15
H -0.93 -2.24 -0.59
H 1.05 -0.10 -2.63
H -2.77 -1.15 0.31
H -1.12 -1.27 1.99
C 0.24 0.28 0.94
C -0.68 -1.25 -0.29
H -0.26 0.78 -2.05
N 0.36 1.60 1.33
H 1.28 1.83 1.00
H 1.40 1.04 -1.70
C 0.49 -0.36 -0.58
C 1.57 -0.30 0.46
H -0.37 2.18 1.44
H 1.88 -1.29 0.87
C -0.84 -0.74 1.09
*
```

=====

## Q
Here is the ion C6H11N2 with charge +1 from the OMol25 dataset. Energies are from ωB97M-V with the def2-TZVPD basis set.

Results
* E_LUMO (spin up / spin down): -3.644 / -3.643 eV

```
! wB97M-V def2-TZVPD RIJCOSX def2/J DEFGRID3
* xyz 1 1
C -1.04 -1.56 -1.15
H 2.29 -0.47 0.98
H 2.82 -0.79 -0.58
N -0.55 -0.04 0.96
C 0.03 1.15 0.23
C 0.91 0.27 -0.63
H -0.21 2.95 -0.61
H 2.85 0.83 0.00
H -1.21 -2.48 -0.57
H 1.07 0.55 -1.68
H -2.02 -1.25 -1.53
C -1.33 -0.40 1.89
H -1.44 0.26 2.72
H -1.61 2.42 0.29
H -0.37 -1.70 -2.06
N -0.62 2.25 -0.01
C -0.34 -0.52 -0.30
H -1.55 -1.44 2.08
C 2.30 -0.07 -0.04
*
```

=====

## R
Here is the ion C6H11N2 with charge +1 from the OMol25 dataset. Energies are from ωB97M-V with the def2-TZVPD basis set.

Results
* E_LUMO: -3.568 eV

```
! wB97M-V def2-TZVPD RIJCOSX def2/J DEFGRID3
* xyz 1 1
N 0.06 0.20 -2.51
C 0.05 -0.05 1.58
H 0.58 -0.27 -3.21
H 2.01 0.99 0.96
C 0.05 1.15 -0.15
H -0.87 0.54 -2.66
H 0.77 1.96 1.70
N -0.99 -0.96 -0.13
C 0.95 1.03 1.03
H -0.22 -2.22 1.61
H 0.91 -1.83 0.29
C -1.04 0.40 0.57
H -1.97 0.92 0.66
H 1.23 -0.56 -1.10
C 0.39 0.07 -1.26
H -0.08 2.19 -0.42
H -0.11 0.00 2.62
H -1.85 -1.43 -0.34
C 0.01 -1.43 0.86
*
```

=====

R (15.8 kcal/mol below the next structure)

=====

## P
Here is the ion C6H11N2 with charge +1 from the OMol25 dataset. Energies are from ωB97M-V with the def2-TZVPD basis set.

Results
* E_LUMO: -3.351 eV

```
! wB97M-V def2-TZVPD RIJCOSX def2/J DEFGRID3
* xyz 1 1
C 1.73 -1.34 0.35
C 1.72 0.14 -0.15
N 0.44 0.13 -0.90
H 0.20 -2.82 0.32
C 0.55 -1.86 0.13
H 1.74 0.97 0.65
H 2.59 -1.87 0.79
C -1.35 1.27 0.33
H -1.27 -1.09 -1.19
H 0.44 2.10 -0.62
H -0.72 -0.28 1.52
H -0.97 1.54 -1.66
C -0.34 1.36 -0.74
H -2.17 -0.80 0.64
C -0.33 -0.82 -0.50
H -1.14 1.71 1.22
H -2.33 1.47 -0.04
N -1.30 -0.11 0.73
H 2.50 0.32 -0.88
*
```

=====

## Q
Here is a cluster of 2 separate species, C6H11N2 in total from the OMol25 dataset. Energies are from ωB97M-V with the def2-TZVPD basis set.

Results
* E_LUMO (spin up / spin down): -4.076 / -4.076 eV

```
! wB97M-V def2-TZVPD RIJCOSX def2/J DEFGRID3
* xyz 1 1
H -1.67 -2.80 0.12
C -1.44 0.38 -1.73
C -1.49 -1.88 0.64
H -2.01 0.02 -2.61
H 2.40 -1.08 1.45
C 1.60 1.49 0.80
C 0.38 -0.20 -0.18
H -1.08 1.41 -1.79
C 3.04 -0.18 1.81
C -0.50 -1.14 -0.09
N -0.36 -0.53 -1.43
H -2.42 -1.32 0.75
H 1.09 2.45 0.93
H 4.05 -0.25 1.60
H 3.05 -0.27 2.85
H -2.09 0.47 -0.74
H -1.04 -2.02 1.64
N 2.44 1.08 1.54
H 0.00 -1.07 -2.24
*
```

=====

## R
Here is the ion C6H11N2 with charge +1 from the OMol25 dataset. Energies are from ωB97M-V with the def2-TZVPD basis set.

Results
* E_LUMO: -3.886 eV

```
! wB97M-V def2-TZVPD RIJCOSX def2/J DEFGRID3
* xyz 1 1
H -1.19 1.56 1.40
C -1.33 -0.49 -1.50
H 0.08 2.08 2.11
N -0.22 1.21 1.56
C -0.56 -1.71 0.22
H 2.48 0.38 1.18
H -1.55 -1.89 0.73
H 2.04 -0.61 -0.25
H -2.82 0.67 -2.11
C -0.39 -0.21 -0.29
H 0.52 1.72 -0.51
H 2.50 1.17 -0.39
H -0.24 0.32 2.06
C 2.01 0.48 0.24
C 0.45 0.89 0.22
N -2.16 -0.04 -2.29
C -0.33 -1.50 -1.29
H 0.39 -2.06 -1.82
H 0.33 -1.98 0.74
*
```

=====

P (48.7 kcal/mol below the next structure)

=====

## P
Here is a cluster of 2 separate species, C3H2FN in total from the OMol25 dataset. Energies are from ωB97M-V with the def2-TZVPD basis set.

Results
* E_LUMO: 0.747 eV

```
! wB97M-V def2-TZVPD RIJCOSX def2/J DEFGRID3
* xyz 0 1
N -0.27 -1.70 1.15
C 0.13 -0.06 -1.53
H 0.22 -1.02 -1.83
F 0.25 2.08 -0.38
H -0.18 0.33 2.03
C -0.32 -0.66 1.62
C 0.17 1.03 -1.05
*
```

=====

## Q
Here is an isolated molecule of C3H2FN from the OMol25 dataset. Energies are from ωB97M-V with the def2-TZVPD basis set.

Results
* E_LUMO: 0.087 eV

```
! wB97M-V def2-TZVPD RIJCOSX def2/J DEFGRID3
* xyz 0 1
C 1.59 -0.40 -0.85
C -0.63 0.26 0.01
H 2.42 -0.83 -1.16
H -1.11 0.25 2.23
C 0.52 0.11 -0.73
N -0.87 0.50 1.18
F -1.91 0.10 -0.69
*
```

=====

P (9.3 kcal/mol below the next structure)

=====

## P
Here is an isolated molecule of ClHNO2P from the OMol25 dataset. Energies are from ωB97M-V with the def2-TZVPD basis set.

Results
* E_LUMO (spin up / spin down): -0.800 / -2.817 eV

```
! wB97M-V def2-TZVPD RIJCOSX def2/J DEFGRID3
* xyz 0 1
Cl 2.29 0.99 -0.21
H -2.29 0.24 0.03
P 0.97 -0.42 0.43
N -1.32 0.08 -0.22
O 0.76 -1.55 -0.47
O -0.41 0.67 0.44
*
```

=====

## Q
Here is an isolated molecule of ClHNO2P from the OMol25 dataset. Energies are from ωB97M-V with the def2-TZVPD basis set.

Results
* E_LUMO: -0.248 eV

```
! wB97M-V def2-TZVPD RIJCOSX def2/J DEFGRID3
* xyz 0 1
H -1.15 -1.32 -0.15
Cl 1.31 -1.66 -0.18
N -0.03 0.90 -0.03
P -0.26 -0.83 0.65
O -0.95 1.69 0.18
O 1.07 1.21 -0.48
*
```

=====

P (3.0 kcal/mol below the next structure)

=====

## P
Here is a cluster of 3 separate species, C3H10N2S2 in total from the OMol25 dataset. Energies are from ωB97M-V with the def2-TZVPD basis set.

Results
* E_LUMO: 0.768 eV

```
! wB97M-V def2-TZVPD RIJCOSX def2/J DEFGRID3
* xyz 0 1
H -1.78 4.45 -4.36
C 1.78 0.06 0.12
C 0.60 -0.63 -0.52
C 0.08 -1.83 -0.13
H 0.40 -2.32 0.88
H 1.91 -0.23 1.13
H 1.69 1.07 -0.05
N -0.40 -1.66 3.54
H -0.78 -2.15 -0.54
N -1.54 -1.18 3.45
H 2.74 -0.33 -0.35
S -1.35 4.38 -3.09
H -0.30 3.63 -3.33
H -2.10 -1.97 3.05
H 0.21 -0.81 3.97
H -1.15 -0.55 -1.75
S -0.02 0.06 -2.02
*
```

=====

## Q
Here is an isolated molecule of C3H10N2S2 from the OMol25 dataset. Energies are from ωB97M-V with the def2-TZVPD basis set.

Results
* E_LUMO: 0.575 eV

```
! wB97M-V def2-TZVPD RIJCOSX def2/J DEFGRID3
* xyz 0 1
H -2.30 0.40 -3.49
H 1.59 -1.04 -0.71
S 1.65 0.61 0.98
H -0.43 -1.70 0.62
S 0.07 0.34 2.28
H 1.54 0.56 -1.40
N -0.90 -1.45 -0.23
C 1.08 -0.08 -0.65
C -0.75 -0.25 -2.33
H -0.14 0.55 -2.76
H -2.67 -0.88 -2.61
H -0.98 0.64 -0.44
H -1.89 -1.55 0.02
H -0.43 -1.21 -2.75
N -2.17 0.00 -2.57
H 0.27 1.59 2.78
C -0.41 -0.21 -0.82
*
```

=====

Q (67.5 kcal/mol below the next structure)